Here is a molecular structure, C39H37AsN3O2RhS2Si from the OMol25 dataset. Energies are from ωB97M-V/def2-TZVPD.

```
86
Properties=species:S:1:pos:R:3:forces:R:3
Rh 0.80406 1.66736 -1.63055 0.376 0.336 0.285
S -0.01644 5.33911 -0.63967 0.015 0.043 0.040
C -0.54320 5.04658 0.99802 0.034 0.063 -0.005
C -0.98425 6.13031 1.77586 0.012 0.006 0.019
C -1.35940 5.96753 3.09554 0.014 -0.010 -0.025
C -1.33470 4.70289 3.67540 -0.006 0.004 -0.012
C -0.93493 3.61987 2.91094 -0.010 0.009 0.012
C -0.53511 3.77383 1.58345 0.069 -0.031 0.011
As 0.00235 2.17549 0.58763 -0.420 -0.045 -0.378
C -1.68878 1.17692 0.67833 0.030 0.028 0.002
C -2.89459 1.74382 1.07391 0.002 -0.014 0.025
C -4.06912 1.00225 1.03250 -0.002 -0.002 0.001
C -4.05314 -0.31530 0.59814 0.011 0.002 0.013
C -2.85581 -0.88501 0.18765 0.004 0.009 -0.002
C -1.68737 -0.13753 0.21883 -0.007 -0.041 0.027
C 0.94320 1.32487 2.09758 0.010 0.071 0.038
C 1.93549 2.06912 2.73707 0.000 -0.009 0.009
C 2.67872 1.52473 3.77239 0.006 -0.025 -0.015
C 2.43869 0.21929 4.18851 0.002 0.014 0.011
C 1.45345 -0.52657 3.56210 0.001 0.011 -0.014
C 0.70934 0.02391 2.52361 0.035 -0.005 0.002
H -1.02379 7.10670 1.30975 0.025 -0.001 0.012
H -1.67941 6.82712 3.67316 -0.007 -0.008 -0.005
H -1.62867 4.56087 4.70792 -0.010 -0.001 -0.005
H -0.92994 2.63281 3.35902 0.002 -0.012 -0.009
H -2.92724 2.77453 1.40179 0.004 0.008 -0.014
H -5.00241 1.46332 1.33283 0.003 -0.003 0.002
H -4.96954 -0.89234 0.56991 0.003 0.011 -0.020
H -2.83446 -1.90356 -0.18289 -0.005 0.003 0.010
H -0.76056 -0.57490 -0.13986 0.003 0.028 -0.041
H 2.12627 3.09030 2.42321 -0.012 0.007 0.000
H 3.44504 2.11863 4.25593 -0.008 0.002 0.006
H 3.01209 -0.20724 5.00276 0.013 -0.004 -0.013
H 1.25236 -1.54361 3.87518 0.006 0.000 -0.011
H -0.05760 -0.57835 2.05675 -0.023 -0.013 -0.001
C -0.21817 -3.99243 4.54399 -0.003 -0.003 -0.007
O -0.46716 -3.53787 3.23150 0.024 0.019 0.026
C 0.42856 -3.89671 2.26586 -0.007 0.002 0.036
C 1.54332 -4.69235 2.48319 0.029 -0.003 -0.014
C 2.37876 -4.99347 1.41214 0.051 0.067 0.037
C 2.15686 -4.48634 0.14010 0.305 0.278 0.235
C 1.01597 -3.69476 -0.06227 -0.110 -0.157 -0.109
C 0.16294 -3.41780 0.98400 -0.021 -0.031 -0.060
N 3.08091 -4.95409 -0.84941 -0.711 -0.425 -0.367
N 3.23415 -4.42232 -1.97351 0.715 0.333 0.401
C 2.89655 -3.08936 -2.25451 -0.316 0.059 -0.287
C 2.46807 -2.85168 -3.55427 -0.030 -0.123 0.119
C 1.92782 -1.64372 -3.97012 -0.005 0.098 0.065
C 1.80196 -0.57197 -3.07020 0.066 -0.136 0.034
O 1.24046 0.53349 -3.35728 -0.065 0.162 -0.148
C 2.41775 -0.75295 -1.76085 -0.082 -0.046 -0.088
N 2.43780 0.35912 -0.97519 -0.088 -0.123 -0.103
C 3.14728 0.33894 0.12751 0.054 0.091 0.009
C 3.80386 -0.81416 0.58182 0.006 0.001 0.004
C 3.69451 -1.97003 -0.13674 0.016 -0.004 -0.058
C 2.99353 -1.97217 -1.36617 0.133 -0.048 0.069
H -1.01669 -3.59116 5.16243 -0.002 0.006 -0.005
H 0.74436 -3.63010 4.91913 -0.006 -0.005 -0.003
H -0.23136 -5.08500 4.59800 -0.002 -0.002 -0.003
H 1.77049 -5.09069 3.46167 -0.011 -0.011 -0.005
H 3.23577 -5.64007 1.55539 0.001 0.008 0.007
H 0.77473 -3.31244 -1.04472 0.012 0.009 0.014
H -0.72507 -2.81712 0.83120 0.005 -0.006 0.006
H 2.51369 -3.69343 -4.23686 -0.026 0.022 -0.015
H 1.56864 -1.50759 -4.98182 -0.004 -0.016 -0.001
H 3.21016 1.26608 0.67741 -0.088 -0.040 0.072
H 4.35385 -0.77852 1.51253 0.030 0.005 -0.022
H 4.17481 -2.87133 0.21464 0.014 -0.058 -0.009
S -1.67238 3.74866 -1.76678 0.114 0.162 -0.141
C -0.61129 2.66301 -2.50258 -0.250 -0.574 0.376
C -3.85012 1.51350 -3.62224 -0.026 -0.004 0.035
Si -2.15245 0.99501 -4.22236 0.006 0.022 0.060
C -1.68753 -0.59602 -3.36239 0.014 -0.052 -0.029
C -2.22576 0.69525 -6.07698 -0.032 -0.013 -0.038
C -0.90625 2.39083 -3.94284 0.081 0.124 -0.047
H -4.57402 0.71348 -3.80511 0.000 0.018 -0.003
H -4.20238 2.41923 -4.12119 0.016 -0.002 0.009
H -3.82920 1.71314 -2.54782 -0.002 -0.008 -0.005
H -2.55956 -1.25154 -3.27708 0.017 -0.003 -0.006
H -1.32170 -0.36743 -2.36141 0.007 -0.004 0.019
H -0.89464 -1.12889 -3.89009 -0.006 0.016 -0.002
H -2.88813 -0.14611 -6.30012 0.006 0.017 -0.014
H -1.23496 0.45503 -6.47040 -0.008 0.003 0.013
H -2.60167 1.57039 -6.61287 0.015 -0.004 0.006
H -1.33460 3.27988 -4.42055 -0.019 -0.039 -0.041
H -0.00306 2.08880 -4.47846 0.010 -0.012 0.027
```
Forces are in eV/Å.

Values from the calculation:
HOMO-LUMO gap (alpha / beta) = 5.735 / 6.342 eV
Charge = -1
Expectation value of S² = 0.762
2S+1 = 2

Here are the Mulliken charges for atoms 1 to 8, given in e: number 1, Rh, carries -0.202; number 2, S, carries -0.282; number 3, C, carries 0.052; number 4, C, carries -0.526; number 5, C, carries -0.529; number 6, C, carries -0.805; number 7, C, carries -0.183; number 8, C, carries -0.502

=====

Here is 6 unconnected molecules or ions with the total composition C27H54BClN7O11P from the OMol25 dataset. Energies are from ωB97M-V/def2-TZVPD.

```
102
Properties=species:S:1:pos:R:3:forces:R:3
C 4.03999 1.19893 2.75064 0.170 -0.081 -0.240
C 3.34157 0.40890 3.55143 0.148 0.210 -0.075
C 2.38229 -0.68370 3.07618 0.438 -0.274 0.255
C 1.87031 -1.37223 4.26600 -0.186 0.378 -0.060
N 1.43141 -1.86477 5.20584 0.029 -0.308 0.049
B 3.32807 -1.76102 2.33203 0.528 -0.506 -0.339
O 3.05784 -2.14189 1.05612 -0.258 0.811 0.341
O 4.40587 -2.29082 3.01995 -0.349 0.244 0.271
C 4.25092 -3.67772 3.37136 -0.225 -0.260 0.152
C 4.49842 -3.88270 4.84970 0.005 0.211 0.087
C 1.17533 -0.22423 2.19647 -0.059 -0.026 -0.078
C 1.65735 0.36080 0.94553 0.760 -0.012 0.369
N 2.19636 0.78417 0.02300 -0.352 0.133 -0.170
C 0.28752 -1.46536 1.84279 -0.433 0.134 0.042
O -1.06180 -1.20117 2.20435 0.156 -0.225 -0.024
C -1.92204 -0.93338 1.08355 -0.733 0.436 -0.154
O -3.09672 -0.37966 1.56375 0.340 -0.111 0.349
C -4.00069 -1.34165 2.10996 -0.054 0.218 -0.023
C -4.86507 -0.66366 3.17512 -0.315 -0.417 -0.184
O -6.25114 -0.97544 3.00745 0.115 0.080 -0.035
P -0.12004 1.04692 2.87848 -0.589 0.165 -0.267
O -0.38981 0.49478 4.38502 0.364 0.033 -0.166
Cl 1.00572 2.75122 3.32939 0.087 -0.369 0.103
H 4.12383 1.04406 1.68218 -0.367 0.156 -0.057
H 4.54488 2.07461 3.13764 0.290 -0.252 0.176
H 3.48047 0.51047 4.62125 -0.462 0.185 0.036
H 3.83487 -2.07308 0.47087 0.070 -0.692 -0.459
H 4.92265 -4.30098 2.77899 0.076 0.166 -0.125
H 3.22689 -3.99992 3.14396 0.080 -0.030 -0.095
H 4.35438 -4.93298 5.10651 0.140 -0.035 -0.035
H 3.79399 -3.30713 5.44961 -0.037 0.052 -0.073
H 5.50489 -3.56483 5.12277 0.038 -0.115 -0.020
H 0.36809 -1.69929 0.78162 0.048 -0.069 0.008
H 0.59641 -2.33959 2.41620 0.135 0.037 -0.043
H -1.47810 -0.17840 0.42695 0.106 -0.054 0.039
H -2.15528 -1.84774 0.53346 0.387 -0.042 0.095
H -3.45199 -2.18052 2.54599 0.059 -0.013 -0.103
H -4.64229 -1.70118 1.30120 -0.030 -0.103 0.028
H -4.76807 0.41365 3.06743 -0.017 0.029 0.064
H -4.56306 -0.97224 4.17889 0.195 0.220 0.021
H -6.35447 -1.92875 3.09551 -0.050 0.072 0.014
H -0.48692 -0.46977 4.37706 -0.118 0.103 0.199
C -0.94407 4.88026 -1.72300 0.074 -0.198 0.242
N -1.32696 3.54591 -1.30033 -0.031 0.106 -0.070
C -0.51530 2.82772 -0.33195 -0.226 0.104 0.020
C -2.41551 2.91678 -1.76562 0.099 -0.161 -0.125
O -2.72798 1.77685 -1.45197 0.004 0.159 -0.096
H 0.04436 4.84886 -2.18032 -0.015 0.188 -0.049
H -0.91551 5.54835 -0.86006 0.006 0.076 -0.058
H -1.65402 5.26524 -2.45120 0.009 -0.023 -0.030
H -0.17333 1.89176 -0.76241 0.099 -0.118 0.007
H -1.12583 2.60254 0.54426 0.121 -0.068 0.050
H 0.34258 3.42466 -0.03354 -0.007 0.067 -0.060
H -3.00465 3.52098 -2.47673 0.005 0.002 0.019
C 7.32102 0.61583 -0.94919 0.012 -0.108 0.100
N 6.61818 -0.61362 -0.63631 -0.008 0.037 -0.025
C 7.12372 -1.47086 0.42704 -0.133 -0.041 -0.037
C 5.51209 -0.98780 -1.29229 0.038 0.185 -0.016
O 4.88650 -2.01309 -1.05928 -0.074 -0.029 0.221
H 8.34504 0.39677 -1.25632 0.006 0.053 -0.011
H 7.34589 1.26844 -0.07496 0.020 0.041 -0.031
H 6.81429 1.13533 -1.75952 -0.024 -0.013 -0.003
H 7.36115 -2.45812 0.03061 0.015 -0.010 0.029
H 6.37248 -1.59048 1.20966 0.049 -0.015 0.044
H 8.01858 -1.02531 0.85311 0.000 0.033 -0.017
H 5.19916 -0.27533 -2.07075 0.014 -0.047 -0.020
C 2.26822 3.65998 -6.61622 -0.135 -0.049 0.125
N 1.32466 4.23830 -5.68192 0.082 -0.058 -0.077
C 0.45537 3.36099 -4.91466 -0.009 0.225 -0.002
C 1.22294 5.56961 -5.49798 0.022 0.099 -0.037
O 0.44984 6.10717 -4.72898 -0.011 -0.108 0.050
H 1.74190 3.08390 -7.37990 0.058 -0.010 -0.036
H 2.96289 2.99882 -6.09362 0.035 -0.006 -0.059
H 2.83644 4.44932 -7.10400 -0.007 0.022 0.007
H -0.58822 3.59494 -5.12867 -0.025 -0.065 0.061
H 0.62902 3.51111 -3.84940 -0.057 -0.106 0.023
H 0.65767 2.32520 -5.17380 0.030 0.006 -0.025
H 1.92341 6.14616 -6.12625 0.000 -0.019 -0.005
C -5.48958 1.85819 0.18100 -0.281 0.010 0.059
N -6.75024 2.04262 -0.51628 0.090 0.019 0.059
C -7.99556 1.73952 0.16499 0.010 0.042 -0.101
C -6.80252 2.48615 -1.78388 0.016 0.015 -0.079
O -7.82792 2.66026 -2.41867 -0.014 -0.007 0.032
H -5.37489 0.81478 0.47968 0.095 0.037 0.018
H -5.46407 2.48924 1.07350 0.057 -0.043 0.037
H -4.66040 2.12423 -0.46842 -0.051 -0.113 0.022
H -8.54295 0.96603 -0.37500 -0.038 0.003 0.032
H -8.62664 2.62817 0.21229 -0.037 -0.025 0.010
H -7.77863 1.39281 1.17237 0.042 -0.027 0.000
H -5.80376 2.68121 -2.21107 0.009 -0.017 0.021
C -1.50368 -5.50017 -2.73779 -0.144 -0.033 0.118
N -2.43272 -4.82211 -1.85557 0.073 -0.080 -0.055
C -3.38318 -5.60611 -1.08425 -0.003 0.139 0.001
C -2.44886 -3.48419 -1.72483 -0.031 0.120 -0.061
O -3.20957 -2.87081 -0.99717 -0.029 -0.200 -0.035
H -2.04716 -6.06794 -3.49531 0.056 -0.014 -0.033
H -0.87239 -6.18513 -2.16863 0.039 -0.012 -0.054
H -0.86824 -4.77101 -3.23580 -0.004 0.023 0.009
H -4.40300 -5.31565 -1.33733 -0.015 -0.029 0.033
H -3.23627 -5.43258 -0.01777 -0.035 -0.031 0.009
H -3.24145 -6.66147 -1.30252 0.026 0.000 -0.022
H -1.69518 -2.97590 -2.34933 0.000 -0.010 0.001
```
Forces are in eV/Å.

Values from the calculation:
HOMO-LUMO gap = 8.763 eV
Structure (SMILES) = C=C[C@](C#N)(B(O)OCC)[C@@](C#N)(COCOCCO)P(O)Cl.CN(C)C=O.CN(C)C=O.CN(C)C=O.CN(C)C=O.CN(C)C=O

Here are the Mulliken charges for atoms 1 to 8, given in e: number 1, C, carries -1.018; number 2, C, carries -0.872; number 3, C, carries 2.778; number 4, C, carries -1.180; number 5, N, carries -0.699; number 6, B, carries 1.334; number 7, O, carries -0.799; number 8, O, carries -0.586

=====

Here is a molecular structure, C28H21Br2N3O4S5Ta from the OMol25 dataset. Energies are from ωB97M-V/def2-TZVPD.

```
64
Properties=species:S:1:pos:R:3:forces:R:3
Ta 0.90171 0.29506 0.89249 -0.349 -0.427 -0.377
S 3.35819 -0.47928 1.01197 -0.007 -0.017 -0.054
S 4.00967 -0.18333 2.93761 0.021 0.063 0.057
S 3.47411 1.77245 3.18885 0.050 -0.020 -0.005
S 1.42842 1.54122 3.02192 0.013 0.089 -0.007
C 1.70303 -2.07127 -4.62702 -0.011 0.003 0.005
C 2.73074 -1.52377 -3.86913 -0.003 0.001 -0.014
C 2.59566 -1.39681 -2.49626 0.141 -0.167 0.052
C 1.43618 -1.83911 -1.88567 -0.098 -0.046 -0.059
C 0.41400 -2.40990 -2.62648 -0.055 0.110 0.019
C 0.54607 -2.51552 -4.00259 0.043 0.015 -0.018
N 1.27593 -1.74039 -0.45579 0.210 0.008 0.042
N 1.19158 -2.86623 0.06341 0.021 0.061 0.033
C 0.98841 -2.82740 1.44638 -0.119 -0.047 -0.071
C 0.94256 -4.06144 2.09460 0.000 -0.011 -0.009
C 0.70632 -4.09253 3.45212 0.000 0.007 -0.006
C 0.50259 -2.88704 4.12215 0.003 0.020 -0.007
C 0.54376 -1.67307 3.45359 0.106 -0.041 0.028
C 0.80466 -1.59958 2.08057 0.078 0.094 -0.085
H 1.80655 -2.15292 -5.70172 0.000 -0.001 -0.002
H 3.64350 -1.19361 -4.35001 0.001 0.001 -0.004
H 3.39617 -0.99960 -1.88711 -0.036 0.030 -0.015
H -0.48621 -2.73028 -2.11714 -0.009 -0.002 -0.021
H -0.26065 -2.93961 -4.58677 -0.003 -0.005 0.003
H 1.09007 -4.96155 1.51113 -0.004 -0.004 0.007
H 0.66982 -5.03386 3.98563 -0.005 0.000 0.002
H 0.29992 -2.89423 5.18711 0.002 -0.002 0.001
H 0.37359 -0.76210 4.00838 0.002 0.000 0.007
Br -3.24495 -0.72875 3.61603 0.004 0.006 -0.016
C -3.04993 0.83666 2.58016 -0.014 0.009 0.019
C -4.13980 1.70610 2.43130 0.019 0.007 -0.019
C -4.00166 2.86122 1.71854 -0.026 -0.010 0.009
Br -5.49758 4.02665 1.56847 0.010 -0.004 0.002
C -2.77140 3.20283 1.10703 -0.005 0.016 -0.011
C -2.50441 4.41320 0.43069 -0.014 -0.014 -0.001
C -1.24677 4.63796 -0.03605 0.013 -0.017 -0.013
C -0.25596 3.64376 0.09730 -0.033 -0.039 -0.126
N -0.48104 2.47738 0.65396 -0.058 -0.035 0.128
C -1.71089 2.28351 1.21238 0.020 0.049 0.043
C -1.82676 1.10210 1.99625 0.003 -0.082 -0.014
O -0.78030 0.35424 2.14951 -0.002 0.014 0.079
H -5.08337 1.45679 2.89536 -0.001 0.002 0.003
H -3.28844 5.14944 0.31806 0.000 0.000 0.001
H -0.98598 5.56433 -0.52841 0.004 -0.001 -0.005
H 0.73008 3.83196 -0.28449 0.009 0.011 0.010
C -3.19851 -0.99918 -1.89882 -0.002 -0.002 -0.020
C -2.34287 -0.00503 -2.34669 -0.002 0.009 -0.007
C -1.21016 0.33276 -1.61217 0.028 -0.028 -0.021
C -0.90031 -0.29086 -0.40012 -0.033 0.159 0.118
C -1.79765 -1.27327 0.04032 -0.007 -0.009 -0.013
C -2.91707 -1.63585 -0.69677 0.009 -0.010 0.021
H -4.07872 -1.26766 -2.47124 0.000 0.000 0.000
H -2.55094 0.51355 -3.27610 0.002 -0.002 -0.002
H -0.55613 1.10131 -2.00668 -0.003 0.003 -0.004
H -1.63022 -1.76417 0.99302 0.000 0.001 -0.001
H -3.58012 -2.40651 -0.31913 0.000 0.001 0.000
C 3.94149 1.70318 -1.78746 0.023 -0.024 -0.017
S 2.32897 2.10157 -1.20043 0.332 0.001 0.092
O 2.45626 2.56172 0.17254 -0.012 0.135 -0.062
O 1.75332 3.01692 -2.15224 -0.021 -0.113 -0.064
O 1.58669 0.78942 -1.13168 -0.218 0.258 0.378
H 4.50733 2.63262 -1.78590 -0.006 0.007 -0.004
H 3.85693 1.31093 -2.79869 -0.005 -0.017 0.008
H 4.38453 0.98487 -1.10008 -0.006 0.005 0.007
```
Forces are in eV/Å.

Values from the calculation:
HOMO-LUMO gap = 6.827 eV
Charge = -1

Here are the Mulliken charges for atoms 1 to 8, given in e: number 1, Ta, carries 0.998; number 2, S, carries -0.177; number 3, S, carries -0.135; number 4, S, carries -0.106; number 5, S, carries -0.189; number 6, C, carries -0.573; number 7, C, carries -0.824; number 8, C, carries -0.047

=====

Q: Number 1 is which compound?
A: C39H37AsN3O2RhS2Si